[1]
Below is C27H35BrHfN4P2 as an isolated structure at a distorted geometry, with properties calculated with ωB97M-V with the def2-TZVPD basis set.

For the LUMO energy, the calculation gives -9.79 eV. The value obtained for the HOMO-LUMO gap is 2.38 eV. As for the highest occupied orbital energy: -0.447 Eh. Its net charge is +2.

Each line ends with the Löwdin charge.
CARTESIAN COORDINATES (ANGSTROEM)
Hf 1.49 -3.78 0.73  1.29
C -0.21 -5.14 -0.60  -0.09
C 0.30 -3.97 -1.16  -0.22
C -0.45 -2.63 -1.04  -0.19
C -0.22 -1.76 0.22  -0.25
C -0.11 -2.41 1.62  -0.21
C -0.71 -3.63 1.90  -0.11
C -1.89 -4.16 1.10  -0.13
C -1.56 -5.24 0.07  -0.13
C 1.79 -5.71 1.69  -0.24
H 0.29 -6.09 -0.81  0.14
H 1.04 -4.02 -1.98  0.16
H -1.53 -2.73 -1.22  0.13
H -0.07 -2.04 -1.89  0.12
H 0.64 -1.10 0.03  0.04
H -1.08 -1.08 0.28  0.14
H 0.12 -1.70 2.45  0.13
H -0.60 -4.08 2.89  0.14
H -2.47 -3.35 0.64  0.14
H -2.59 -4.61 1.84  0.15
H -1.68 -6.23 0.54  0.14
H -2.35 -5.24 -0.70  0.16
H 1.16 -6.52 1.28  0.03
H 1.65 -5.74 2.78  0.04
H 2.83 -6.03 1.52  0.03
P 0.47 1.54 1.41  1.08
P 0.62 1.17 -2.07  1.06
N -0.88 1.65 2.50  -0.29
N 1.43 2.79 2.30  -0.25
N -1.07 1.15 -2.59  -0.26
N 1.36 1.82 -3.56  -0.27
C -0.22 2.72 0.18  -0.40
C 0.60 2.77 -1.12  -0.38
C -1.20 0.67 3.45  -0.16
C -2.25 1.15 4.23  -0.08
C -2.56 2.47 3.77  -0.06
C -1.72 2.76 2.71  -0.13
C 2.69 2.54 2.85  -0.16
C 3.20 3.72 3.37  -0.08
C 2.22 4.74 3.15  -0.06
C 1.13 4.14 2.53  -0.14
C -1.94 0.09 -2.27  -0.16
C -3.23 0.45 -2.64  -0.07
C -3.15 1.72 -3.28  -0.06
C -1.84 2.17 -3.15  -0.13
C 0.93 2.60 -4.64  -0.13
C 2.02 2.90 -5.45  -0.07
C 3.18 2.31 -4.84  -0.09
C 2.77 1.69 -3.67  -0.17
H -0.26 3.75 0.57  0.07
H -1.26 2.41 -0.03  0.09
H 0.25 3.60 -1.76  0.09
H 1.67 2.96 -0.89  0.09
H -0.67 -0.27 3.45  0.06
H -2.72 0.61 5.04  0.10
H -3.31 3.14 4.18  0.11
H -1.69 3.63 2.07  0.10
H 3.07 1.53 2.84  0.09
H 4.17 3.84 3.84  0.10
H 2.30 5.79 3.41  0.10
H 0.18 4.57 2.26  0.09
H -1.57 -0.80 -1.79  0.03
H -4.12 -0.13 -2.43  0.10
H -3.97 2.24 -3.78  0.11
H -1.42 3.14 -3.36  0.10
H -0.10 2.89 -4.76  0.08
H 2.00 3.44 -6.38  0.10
H 4.19 2.32 -5.22  0.10
H 3.32 1.17 -2.90  0.09
Br 3.58 -2.58 0.29  0.25

=====

[2]
Below is C27H35BrN4P2Pt as an isolated structure at a distorted geometry, with properties calculated with ωB97M-V with the def2-TZVPD basis set.

Its spin multiplicity is 3. For the LUMO energy (spin up / spin down), the calculation gives 0.27 / -1.94 eV. The value obtained for the HOMO-LUMO gap (spin up / spin down) is 6.30 / 6.47 eV. As for the expectation value of S²: 2.0117. As for the highest occupied orbital energy (spin up / spin down): -0.222 / -0.309 Eh. Its net charge is 0.

Each line ends with the Mulliken spin population.
CARTESIAN COORDINATES (ANGSTROEM)
Pt 0.22 -0.94 4.06  0.83
C -1.06 1.00 4.75  0.41
C -1.40 0.49 3.49  0.25
C -1.02 1.06 2.14  -0.13
C 0.28 0.50 1.53  0.12
C 1.32 0.03 2.51  0.14
C 1.65 0.74 3.69  -0.13
C 1.14 2.10 4.05  0.06
C -0.12 2.13 4.97  -0.05
C 1.58 -1.54 5.50  0.31
H -1.64 0.70 5.62  -0.01
H -2.30 -0.13 3.46  0.01
H -1.07 2.15 2.09  0.01
H -1.83 0.76 1.47  0.01
H -0.01 -0.37 0.91  0.03
H 0.73 1.23 0.86  0.01
H 2.11 -0.62 2.10  -0.03
H 2.55 0.45 4.23  -0.01
H 0.99 2.71 3.15  0.00
H 1.94 2.59 4.62  0.00
H 0.22 2.10 6.03  0.00
H -0.61 3.11 4.83  0.04
H 1.37 -0.97 6.41  0.00
H 2.61 -1.35 5.17  0.00
H 1.47 -2.60 5.73  0.01
P 1.41 -0.96 -1.15  0.00
P -2.12 -0.19 -1.04  0.00
N 2.77 0.12 -1.40  0.00
N 2.11 -2.25 -2.19  0.00
N -2.39 1.49 -1.51  0.00
N -3.65 -0.76 -1.77  0.00
C 0.37 -0.18 -2.45  0.00
C -1.08 -0.72 -2.49  0.00
C 3.76 0.36 -0.44  0.00
C 4.79 1.09 -1.05  0.00
C 4.43 1.29 -2.42  0.00
C 3.20 0.68 -2.61  0.00
C 2.31 -3.56 -1.76  0.00
C 2.76 -4.33 -2.83  0.00
C 2.83 -3.48 -3.97  0.00
C 2.47 -2.20 -3.55  0.00
C -2.56 2.59 -0.65  0.00
C -2.40 3.77 -1.37  0.00
C -2.13 3.39 -2.73  0.00
C -2.19 2.01 -2.79  0.00
C -4.43 -0.23 -2.80  0.00
C -5.46 -1.12 -3.12  0.00
C -5.26 -2.29 -2.31  0.00
C -4.12 -2.07 -1.53  0.00
H 0.83 -0.34 -3.44  0.00
H 0.36 0.91 -2.26  0.00
H -1.54 -0.42 -3.46  0.00
H -1.09 -1.83 -2.45  0.00
H 3.63 0.00 0.58  0.00
H 5.68 1.43 -0.56  0.00
H 5.00 1.80 -3.18  0.00
H 2.59 0.62 -3.50  0.00
H 2.13 -3.80 -0.72  0.00
H 3.02 -5.38 -2.79  0.00
H 3.10 -3.76 -4.98  0.00
H 2.49 -1.27 -4.10  0.00
H -2.88 2.45 0.38  0.00
H -2.52 4.77 -0.98  0.00
H -1.95 4.05 -3.57  0.00
H -2.16 1.37 -3.67  0.00
H -4.20 0.72 -3.25  0.00
H -6.25 -0.95 -3.83  0.00
H -5.87 -3.19 -2.31  0.00
H -3.60 -2.71 -0.84  0.00
Br -1.29 -2.25 5.49  0.11

=====

[3]
Below is C27H35Cl2N2O2SiV as an isolated structure, with properties calculated with ωB97M-V with the def2-TZVPD basis set.

Its spin multiplicity is 3. For the LUMO energy (spin up / spin down), the calculation gives -0.58 / -0.73 eV. The value obtained for the HOMO-LUMO gap (spin up / spin down) is 6.41 / 6.15 eV. As for the expectation value of S²: 2.0549. As for the highest occupied orbital energy (spin up / spin down): -0.257 / -0.253 Eh. Its net charge is 0.

Each line ends with the Mulliken spin population.
CARTESIAN COORDINATES (ANGSTROEM)
V -0.09 0.72 -0.37  2.15
Cl -5.38 4.12 -4.05  0.00
C -4.10 3.13 -3.42  -0.01
C -3.41 2.28 -4.29  0.01
C -2.40 1.48 -3.82  0.00
Cl -1.55 0.44 -4.89  0.00
C -2.01 1.50 -2.45  -0.01
O -1.06 0.73 -2.04  -0.04
C -2.73 2.37 -1.60  0.05
C -2.46 2.43 -0.19  0.05
O -1.57 1.83 0.41  -0.04
C -3.78 3.18 -2.09  0.01
H -3.67 2.25 -5.33  0.00
H -3.12 3.08 0.40  0.00
H -4.32 3.83 -1.42  0.00
C -1.95 -2.22 -1.12  -0.01
Si -0.77 -1.76 0.31  -0.06
C 0.60 -3.12 0.24  -0.02
C 1.48 -3.16 1.49  -0.02
C 0.03 -4.53 -0.01  0.00
C 1.50 -2.78 -0.96  0.00
C -1.89 -1.92 1.89  -0.01
C -3.18 -1.13 1.63  0.00
C -2.29 -3.36 2.22  0.00
C -1.23 -1.31 3.13  -0.01
H -2.49 -3.15 -0.93  0.00
H -1.40 -2.33 -2.06  0.00
H -2.69 -1.43 -1.28  0.01
H 0.91 -3.45 2.38  0.00
H 1.94 -2.19 1.70  0.00
H 2.29 -3.89 1.36  0.00
H -0.62 -4.86 0.80  0.00
H 0.86 -5.25 -0.09  0.00
H -0.54 -4.57 -0.94  0.00
H 2.03 -1.83 -0.81  0.01
H 0.92 -2.69 -1.89  0.00
H 2.25 -3.56 -1.11  0.00
H -3.78 -1.59 0.84  0.00
H -2.97 -0.10 1.35  0.01
H -3.80 -1.11 2.54  0.00
H -2.76 -3.86 1.37  0.00
H -3.01 -3.38 3.05  0.00
H -1.43 -3.97 2.53  0.00
H -1.08 -0.23 2.99  0.00
H -0.26 -1.77 3.35  0.00
H -1.87 -1.43 4.01  0.00
N 5.56 0.26 2.50  0.00
C 4.35 0.33 1.87  0.00
C 4.26 0.42 0.48  0.00
C 3.03 0.48 -0.11  0.03
N 1.87 0.41 0.56  -0.09
C 1.96 0.30 1.89  0.05
C 3.15 0.27 2.58  0.00
H 6.39 0.49 1.99  0.00
H 5.60 0.39 3.50  0.00
H 5.15 0.47 -0.13  0.00
H 2.95 0.61 -1.19  0.00
H 1.02 0.22 2.43  -0.03
H 3.14 0.19 3.66  0.00
C 2.20 4.99 -1.43  0.01
C 1.95 4.64 -0.11  0.00
C 1.33 3.44 0.19  0.02
C 0.93 2.54 -0.81  -0.06
C 1.19 2.92 -2.13  0.02
C 1.82 4.12 -2.44  -0.01
H 2.69 5.92 -1.67  0.00
H 2.23 5.32 0.69  0.00
H 1.15 3.19 1.23  0.00
H 0.89 2.27 -2.95  0.00
H 2.01 4.38 -3.47  0.00

=====

[4]
Below is C27H35ClF5GeO7Ti as an isolated structure at a distorted geometry, with properties calculated with ωB97M-V with the def2-TZVPD basis set.

For the LUMO energy, the calculation gives -3.82 eV. The value obtained for the HOMO-LUMO gap is 6.94 eV. As for the highest occupied orbital energy: -0.395 Eh. Its net charge is +1.

Each line ends with the Löwdin charge.
CARTESIAN COORDINATES (ANGSTROEM)
Ti -0.97 0.06 0.37  1.11
C -1.29 2.05 4.07  -0.05
C -1.74 0.75 3.41  -0.62
C -1.45 -0.44 4.31  -0.02
C -3.20 0.81 3.05  -0.02
O -0.95 0.59 2.17  -0.39
Ge 0.79 1.76 1.64  1.21
O -0.21 1.64 -0.16  -0.42
C -0.51 2.77 -1.10  -0.60
C -0.65 2.13 -2.46  0.00
C 0.67 3.72 -1.03  -0.03
C -1.80 3.44 -0.64  -0.01
O 1.32 0.14 1.06  -0.39
C 2.27 -0.72 1.80  -0.63
C 3.30 -1.20 0.80  0.00
C 1.52 -1.90 2.40  0.00
C 2.92 0.12 2.89  -0.06
H -1.85 2.20 4.99  0.11
H -1.48 2.91 3.42  0.09
H -0.23 2.02 4.33  0.07
H -2.11 -0.41 5.17  0.10
H -0.42 -0.42 4.67  0.09
H -1.62 -1.37 3.78  0.10
H -3.79 1.03 3.94  0.11
H -3.54 -0.15 2.65  0.09
H -3.40 1.59 2.32  0.09
H 0.25 1.56 -2.71  0.08
H -0.80 2.90 -3.22  0.11
H -1.52 1.46 -2.49  0.09
H 1.61 3.20 -1.20  0.08
H 0.71 4.24 -0.08  0.08
H 0.56 4.47 -1.82  0.11
H -2.62 2.72 -0.60  0.08
H -2.06 4.22 -1.35  0.11
H -1.67 3.90 0.34  0.10
H 2.83 -1.77 0.00  0.08
H 4.01 -1.86 1.31  0.11
H 3.85 -0.36 0.37  0.10
H 1.07 -2.52 1.63  0.08
H 0.75 -1.56 3.09  0.06
H 2.23 -2.52 2.96  0.11
H 3.43 0.99 2.47  0.09
H 3.67 -0.47 3.42  0.11
H 2.19 0.46 3.63  0.07
F -7.00 -2.99 -1.34  0.16
C -5.97 -2.21 -1.06  -0.13
C -6.10 -1.18 -0.15  -0.13
F -7.27 -0.96 0.43  0.15
C -5.03 -0.37 0.14  -0.14
F -5.22 0.66 0.97  0.12
C -3.78 -0.58 -0.42  -0.16
O -2.70 0.19 -0.08  -0.14
C -3.69 -1.59 -1.38  -0.12
F -2.55 -1.78 -2.07  0.11
C -4.75 -2.41 -1.68  -0.13
F -4.61 -3.36 -2.59  0.15
C 3.22 1.27 -2.83  -0.02
C 3.64 -0.17 -2.92  -0.19
C 4.95 -0.52 -3.23  -0.06
C 5.33 -1.85 -3.29  -0.67
Cl 6.97 -2.25 -3.68  0.68
C 4.42 -2.86 -3.02  -0.09
C 3.11 -2.52 -2.70  -0.01
C 2.73 -1.19 -2.68  -0.23
O 1.45 -0.77 -2.38  -0.05
C 0.39 -1.71 -2.43  -0.08
C 0.17 -2.33 -1.06  -0.45
O 0.55 -3.41 -0.75  0.17
O -0.56 -1.55 -0.19  -0.15
H 4.09 1.92 -2.71  0.09
H 2.55 1.42 -1.99  0.05
H 2.69 1.59 -3.74  0.10
H 5.68 0.25 -3.43  0.12
H 4.73 -3.89 -3.04  0.11
H 2.42 -3.32 -2.44  0.11
H 0.59 -2.51 -3.14  0.14
H -0.50 -1.17 -2.75  0.12

=====

[5]
Below is C27H35ClFeN2O5S as an isolated structure at a distorted geometry, with properties calculated with ωB97M-V with the def2-TZVPD basis set.

Its spin multiplicity is 6. For the LUMO energy (spin up / spin down), the calculation gives 2.70 / 2.65 eV. The value obtained for the HOMO-LUMO gap (spin up / spin down) is 3.36 / 7.49 eV. As for the expectation value of S²: 8.7785. As for the highest occupied orbital energy (spin up / spin down): -0.024 / -0.178 Eh. Its net charge is -1.

Each line ends with the Mulliken spin population.
CARTESIAN COORDINATES (ANGSTROEM)
Fe 0.54 -0.11 -0.93  3.99
Cl 2.72 0.68 -1.75  0.01
N 0.96 -1.42 0.65  -0.02
N -0.61 1.55 -1.09  -0.02
C 1.18 -2.65 0.27  0.08
C -1.43 1.57 -2.11  0.20
C 0.85 -1.45 2.13  -0.03
C 1.45 -2.81 2.47  0.00
C -0.61 -1.41 2.54  0.06
C 1.62 -0.33 2.80  -0.01
H -1.18 -2.19 2.01  -0.03
H -1.05 -0.43 2.32  0.02
H -0.67 -1.59 3.62  0.00
H 2.56 -0.14 2.27  0.00
H 1.85 -0.63 3.83  0.00
H 1.06 0.61 2.84  -0.01
C -0.85 2.80 -0.31  0.04
C -2.18 3.27 -0.86  -0.01
C 0.23 3.81 -0.65  -0.01
C -0.93 2.53 1.18  0.03
H -1.62 1.70 1.36  0.01
H -1.34 3.43 1.65  0.00
H 0.05 2.34 1.63  0.00
H 0.26 3.98 -1.74  0.00
H 1.23 3.51 -0.30  0.00
H -0.02 4.76 -0.15  0.00
O -2.38 2.48 -2.09  0.03
H -2.19 4.32 -1.17  0.00
H -3.02 3.06 -0.20  0.00
O 1.42 -3.54 1.20  0.01
H 0.87 -3.40 3.19  0.00
H 2.50 -2.74 2.78  0.00
C 1.05 -3.12 -1.14  0.04
C -1.41 0.60 -3.22  -0.02
C -1.56 -0.74 -2.55  0.06
H -0.44 0.68 -3.74  0.12
H -2.21 0.78 -3.94  -0.02
C -0.52 -1.28 -1.81  0.20
C -0.32 -2.61 -1.53  -0.06
H 1.62 0.03 -2.07  0.05
C -1.53 -3.27 -1.30  -0.08
C -2.71 -2.64 -1.66  0.38
C -1.49 -4.59 -0.65  -0.03
C -2.76 -1.40 -2.29  -0.14
H -3.64 -3.15 -1.48  0.02
C -4.02 -0.74 -2.71  -0.01
H -4.85 -1.32 -2.35  0.00
H -4.08 -0.66 -3.79  0.00
H -4.10 0.27 -2.31  0.00
H -0.83 -5.28 -1.16  0.00
H -2.48 -5.01 -0.64  0.01
H -1.14 -4.54 0.39  0.01
H 1.12 -4.19 -1.23  0.00
H 1.85 -2.65 -1.74  0.06
C 8.51 4.14 4.24  0.00
C 7.14 3.80 3.72  0.00
C 6.30 4.83 3.27  0.00
C 5.04 4.53 2.75  0.00
C 4.63 3.20 2.66  0.00
C 5.46 2.17 3.13  0.00
C 6.70 2.48 3.66  0.00
S 3.10 2.79 1.83  0.01
O 2.06 2.76 2.86  0.00
O 2.99 3.86 0.86  0.00
O 3.41 1.47 1.25  0.03
H 9.13 4.59 3.46  0.00
H 8.44 4.87 5.06  0.00
H 9.01 3.25 4.61  0.00
H 6.63 5.87 3.32  0.00
H 4.38 5.32 2.39  0.00
H 5.12 1.14 3.05  0.00
H 7.36 1.68 4.02  0.00

=====

[6]
Below is C27H35ClN4O4OsP2 as an isolated structure at a distorted geometry, with properties calculated with ωB97M-V with the def2-TZVPD basis set.

Its spin multiplicity is 5. For the LUMO energy (spin up / spin down), the calculation gives -6.62 / -10.47 eV. The value obtained for the HOMO-LUMO gap (spin up / spin down) is 6.55 / 2.69 eV. As for the expectation value of S²: 6.0190. As for the highest occupied orbital energy (spin up / spin down): -0.484 / -0.484 Eh. Its net charge is +2.

Each line ends with the Mulliken spin population.
CARTESIAN COORDINATES (ANGSTROEM)
Os -2.52 2.00 0.50  2.15
C 3.77 -4.27 1.84  0.01
C 4.01 -2.99 1.55  0.03
C 4.58 -2.37 0.30  0.05
C 4.58 -3.23 -0.98  0.07
C 3.20 -3.67 -1.40  0.32
C 2.49 -4.72 -0.98  0.35
C 2.84 -5.79 0.02  0.01
C 4.00 -5.49 0.99  0.00
C -4.44 2.18 -0.38  0.28
H 3.32 -4.47 2.82  0.00
H 3.75 -2.26 2.32  0.00
H 5.61 -2.03 0.50  0.00
H 4.01 -1.45 0.10  -0.01
H 5.01 -2.62 -1.79  0.00
H 5.26 -4.08 -0.86  0.02
H 2.72 -3.02 -2.13  0.02
H 1.50 -4.84 -1.42  0.01
H 3.05 -6.73 -0.51  0.06
H 1.94 -5.99 0.61  0.04
H 4.10 -6.36 1.66  0.00
H 4.94 -5.43 0.44  0.01
H -5.24 2.06 0.37  0.03
H -4.58 1.43 -1.18  0.12
H -4.52 3.19 -0.83  0.00
P -1.61 1.06 -1.40  -0.04
P -0.38 1.82 1.34  0.09
N -2.24 -0.46 -1.94  0.00
N -1.61 1.92 -2.93  0.00
N -0.06 0.36 2.23  0.00
N 0.33 3.06 2.32  -0.01
C 0.21 0.71 -1.14  0.02
C 0.80 1.67 -0.09  -0.01
C -3.16 -1.20 -1.20  -0.01
C -3.30 -2.43 -1.81  0.02
C -2.44 -2.45 -2.96  0.00
C -1.79 -1.23 -3.02  -0.01
C -2.77 2.43 -3.52  0.01
C -2.39 3.31 -4.52  0.00
C -0.96 3.36 -4.53  0.00
C -0.50 2.51 -3.54  0.00
C -1.04 -0.27 3.00  0.02
C -0.48 -1.38 3.59  0.01
C 0.89 -1.46 3.17  0.01
C 1.13 -0.38 2.34  0.00
C 1.52 3.03 3.04  0.00
C 1.78 4.31 3.49  0.00
C 0.72 5.16 3.03  0.00
C -0.16 4.37 2.31  -0.01
H 0.77 0.73 -2.10  0.00
H 0.24 -0.33 -0.76  0.00
H 1.81 1.35 0.23  0.00
H 0.89 2.70 -0.49  -0.01
H -3.62 -0.76 -0.31  -0.01
H -3.97 -3.23 -1.48  0.00
H -2.33 -3.27 -3.67  0.00
H -1.08 -0.82 -3.73  0.00
H -3.75 2.10 -3.17  -0.01
H -3.07 3.84 -5.18  0.00
H -0.33 3.94 -5.20  0.00
H 0.51 2.27 -3.22  0.00
H -2.04 0.16 3.04  -0.01
H -1.00 -2.08 4.25  0.00
H 1.61 -2.23 3.44  0.00
H 2.03 -0.08 1.81  0.00
H 2.06 2.09 3.19  0.00
H 2.63 4.61 4.12  0.00
H 0.60 6.23 3.23  0.00
H -1.10 4.60 1.80  0.00
O -6.53 3.52 1.71  0.00
Cl -5.37 4.26 1.06  -0.01
O -5.86 4.93 -0.22  -0.01
O -4.91 5.36 2.02  0.08
O -4.07 3.23 0.80  0.30

=====

What is the net charge in the second record?
0